# 1
A structure of composition C16H32CdN9O4, computed with ωB97M-V/def2-TZVPD.

```
62
C16H32CdN9O4, DFT ωB97M-V/def2-TZVPD
Cd -1.465 -3.452 1.625
C -0.895 -0.986 -0.203
O -1.043 -1.486 1.118
H 0.132 -0.627 -0.299
H -1.140 -1.734 -0.960
H -1.577 -0.153 -0.401
C 0.429 1.389 4.273
O 1.630 1.241 4.128
N -0.101 2.558 4.756
N -0.480 0.440 3.891
H 0.546 3.326 4.726
H -1.091 2.718 4.693
H -1.473 0.510 4.000
H -0.041 -0.382 3.520
C -0.704 -4.765 -1.295
O -1.265 -4.166 -0.338
N -0.503 -4.168 -2.472
N -0.322 -6.054 -1.191
H -0.751 -3.197 -2.576
H -0.022 -4.665 -3.202
H 0.415 -6.411 -1.776
H -0.539 -6.574 -0.360
C -2.721 0.561 -3.109
O -1.531 0.587 -3.398
N -3.221 1.296 -2.081
N -3.639 -0.157 -3.824
H -2.609 1.906 -1.572
H -4.139 1.161 -1.697
H -3.351 -0.762 -4.566
H -4.608 0.048 -3.666
C 2.964 3.056 -1.457
C 3.042 1.548 -1.260
C 2.266 0.763 -2.341
C 2.870 0.913 -3.664
N 3.340 1.051 -4.703
H 3.247 3.562 -0.534
H 1.974 3.317 -1.826
H 3.703 3.419 -2.176
H 2.545 1.298 -0.318
H 4.015 1.064 -1.192
H 1.242 1.144 -2.423
H 2.202 -0.285 -2.047
N 2.846 -0.282 1.843
C 4.159 0.063 1.701
C 4.758 -0.843 0.861
C 3.757 -1.776 0.490
C 2.572 -1.361 1.043
H 2.211 0.283 2.390
H 4.546 0.893 2.266
H 5.792 -0.865 0.561
H 3.891 -2.623 -0.165
H 1.586 -1.775 0.921
N -2.901 0.894 1.467
C -2.240 2.069 1.749
C -3.117 3.095 1.519
C -4.349 2.540 1.096
C -4.213 1.166 1.206
H -2.439 0.012 1.633
H -1.194 2.039 1.997
H -2.807 4.128 1.575
H -5.215 3.083 0.759
H -4.975 0.407 1.287
```

Net charge   +1
LUMO   -6.806 eV
E_tot   -1590.1459 hartree

Löwdin population analysis, charges in e, atoms 1 to 4: atom 1 (Cd): 1.49, atom 2 (C): -0.22, atom 3 (O): -0.53, atom 4 (H): 0.07

***

# 2
A structure of composition C27H50OP2Sc, computed with ωB97M-V/def2-TZVPD.

```
81
C27H50OP2Sc, DFT ωB97M-V/def2-TZVPD
Sc 1.259 0.592 1.598
C -1.227 2.638 0.963
C -1.903 1.492 1.400
C -0.143 1.859 2.873
C -0.108 2.850 1.837
C -1.162 0.901 2.493
C -1.662 3.503 -0.162
H -2.465 3.053 -0.765
H -0.841 3.684 -0.858
H -2.033 4.479 0.163
C 0.773 4.036 1.822
H 0.242 4.983 1.631
H 1.501 3.959 1.002
H 1.374 4.120 2.746
C 0.671 1.917 4.122
H 0.965 2.949 4.367
H 1.600 1.320 4.053
H 0.103 1.535 4.984
C -1.545 -0.310 3.286
H -2.635 -0.336 3.463
H -1.025 -0.376 4.257
H -1.312 -1.233 2.733
C -3.236 1.107 0.864
H -4.016 1.869 1.055
H -3.611 0.150 1.265
H -3.224 1.083 -0.223
C -1.182 0.816 -3.418
C -2.390 0.881 -3.937
C -3.459 0.053 -3.302
C -3.410 -1.438 -3.707
C -3.190 -2.390 -2.555
C -2.352 -2.122 -1.547
C -1.437 -0.899 -1.419
C -0.713 -0.412 -2.675
H -4.452 0.484 -3.424
H -2.593 -1.612 -4.427
H -3.311 0.112 -2.229
H -0.638 -1.219 -3.401
H -0.488 1.659 -3.587
H -2.672 1.425 -4.849
H 0.315 -0.158 -2.374
H -1.948 -0.079 -0.932
H -2.300 -2.815 -0.703
H -0.663 -1.140 -0.673
H -4.347 -1.679 -4.230
H -3.714 -3.320 -2.597
P 1.667 -2.235 -0.898
P 1.269 -1.991 2.166
C 2.325 -3.675 0.124
C 2.580 -3.208 1.553
H 3.282 -3.995 -0.318
H 1.607 -4.520 0.092
H 2.608 -4.067 2.246
H 3.545 -2.674 1.619
C 1.714 -2.264 3.941
H 0.970 -1.769 4.580
H 2.705 -1.815 4.131
H 1.754 -3.346 4.177
C -0.160 -3.173 2.072
H 0.144 -4.210 2.293
H -0.660 -3.159 1.098
H -0.914 -2.906 2.821
C 3.216 -1.812 -1.785
H 3.207 -0.729 -1.941
H 3.210 -2.341 -2.747
H 4.109 -2.094 -1.216
C 0.943 -3.281 -2.273
H 1.053 -4.341 -2.031
H 1.430 -3.083 -3.235
H -0.117 -3.065 -2.379
C 1.477 3.307 -1.523
C 2.420 2.280 -0.911
C 3.509 2.961 -0.105
O 1.709 1.274 -0.120
H 0.938 3.830 -0.734
H 0.733 2.838 -2.184
H 1.997 4.111 -2.070
H 2.909 1.757 -1.736
H 3.177 3.401 0.832
H 4.296 2.248 0.168
H 3.955 3.771 -0.689
```

Net charge   +1
LUMO   -3.768 eV
E_tot   -2577.1713 hartree

Löwdin population analysis, charges in e, atoms 1 to 4: atom 1 (Sc): 1.02, atom 2 (C): -0.20, atom 3 (C): -0.19, atom 4 (C): -0.39

***

# 3
The molecule BrFH2Si, computed with ωB97M-V/def2-TZVPD.

```
5
BrFH2Si, DFT ωB97M-V/def2-TZVPD
F 0.240 -1.568 0.007
Si 0.197 0.202 0.006
Br -2.002 0.830 -0.002
H 0.872 0.129 -1.287
H 0.693 0.408 1.275
```

LUMO   0.107 eV
SMILES   F[SiH2]Br
E_tot   -2964.6302 hartree

Löwdin population analysis, charges in e, atoms 1 to 4: atom 1 (F): -0.39, atom 2 (Si): 0.30, atom 3 (Br): 0.23, atom 4 (H): -0.04

***

Short version: relative energy (zero: lowest compared OMol25 entry of this formula, charge and spin) = 0.0 111.1 21.7 kcal/mol, in the order given.
Short version: HOMO = -10.202 -10.258 -11.157 eV, in the order given.
Short version: HOMO-LUMO gap = 3.40 6.49 11.26 eV, in the order given.